No. 1
111
Properties=species:S:1:pos:R:3:mulliken_charge:R:1 method="wB97M-V/def2-TZVPD" fmax_ha_per_bohr=0.0658 gap_ev="5.88 / 7.60" multiplicity=2 e_lumo_ev="3.23 / 3.23" energy_ev=-208694.405 charge=-2 mol_weight_g_mol=1206.7
Cs 1.17 -3.55 -0.64 1.206
C -1.64 -1.52 4.90 -0.787
C -0.94 -2.54 3.97 0.342
S 0.61 -3.19 4.63 -0.387
C 2.01 -2.18 4.02 0.366
C 3.30 -2.98 3.76 -0.778
S 4.09 -2.42 2.17 0.060
C 4.50 -0.65 2.55 -1.385
C 3.93 0.44 1.63 0.060
S 1.17 0.43 1.58 -0.202
C 0.02 1.95 3.48 -1.903
C -0.03 0.80 4.43 0.910
S -1.74 0.24 4.36 -0.214
H -1.16 -1.53 5.87 0.613
H -2.67 -1.86 5.03 0.362
H -0.71 -2.12 3.03 -0.531
H -1.50 -3.48 3.86 0.424
H 2.29 -1.49 4.80 0.442
H 1.74 -1.67 3.07 -0.527
H 3.15 -4.03 3.60 0.421
H 4.08 -2.80 4.52 0.280
H 5.60 -0.66 2.53 0.553
H 4.35 -0.36 3.57 0.570
H 3.93 0.07 0.62 -0.699
H 4.79 1.17 1.64 0.418
H -0.84 2.62 3.47 0.798
H 0.92 2.59 3.60 0.364
H 0.35 1.08 5.42 0.593
H 0.72 0.03 4.14 -1.026
C 2.61 2.66 1.44 -1.668
C 2.67 1.24 2.07 0.786
N 0.05 1.54 2.05 0.501
N 0.16 2.73 1.24 -0.042
C 1.44 3.30 1.15 -0.544
B -1.05 3.06 0.39 0.770
N -0.64 3.16 -1.19 1.080
C 0.54 3.31 -1.85 -0.772
C 0.27 3.33 -3.23 -1.334
C -1.10 3.20 -3.28 -0.560
N -1.67 3.12 -2.09 -1.063
N -2.22 2.12 0.55 0.825
C -3.48 2.24 1.13 -0.168
C -4.03 1.03 1.34 -1.887
C -3.01 0.06 0.92 0.889
N -1.98 0.86 0.24 -0.090
N -1.44 4.53 0.97 1.039
C -1.26 4.90 2.26 -0.483
C -1.82 6.12 2.51 -1.134
C -2.19 6.53 1.20 -0.409
N -2.08 5.54 0.32 -1.221
H 3.50 3.29 1.34 0.220
H 2.60 1.14 3.17 0.685
H 1.39 4.29 0.77 0.813
H 1.43 3.29 -1.27 1.143
H 1.05 3.26 -3.96 0.791
H -1.74 3.09 -4.18 0.414
H -3.75 3.28 1.27 0.565
H -4.95 0.69 1.78 0.502
H -2.58 -0.49 1.82 -0.603
H -0.69 4.20 2.85 0.481
H -1.78 6.69 3.45 0.370
H -2.69 7.40 0.86 0.482
N 2.52 0.79 -2.27 1.169
C 3.90 0.29 -2.62 0.694
C 4.86 1.20 -1.86 -1.886
P 4.06 -1.57 -2.20 0.176
O 5.36 -2.05 -2.98 -0.563
O 4.27 -1.81 -0.75 -0.568
O 2.78 -2.17 -2.81 -0.746
P 4.05 0.63 -4.43 0.686
O 2.54 0.15 -4.95 -0.376
O 5.22 -0.24 -4.80 -0.870
O 4.03 2.08 -4.56 -0.745
H 2.34 1.65 -2.75 0.016
H 2.38 0.99 -1.25 -0.389
H 1.84 0.04 -2.57 -0.072
H 4.55 1.45 -0.86 0.350
H 5.05 2.12 -2.41 0.517
H 5.81 0.73 -1.75 0.451
H 5.38 -1.76 -3.95 0.440
H 2.54 -0.82 -4.70 0.337
O -3.55 -2.75 1.73 -0.354
As -2.77 -2.50 0.26 0.920
O -3.50 -0.89 -0.01 -0.635
O -1.10 -2.45 0.22 -0.495
C -3.85 -3.34 -1.05 0.408
C -4.21 -2.55 -2.15 -0.417
C -4.96 -3.13 -3.16 -0.739
C -5.37 -4.43 -3.07 -0.515
C -5.08 -5.21 -1.89 -0.542
C -4.36 -4.62 -0.87 -0.180
S -4.04 -5.73 0.55 1.248
O -2.61 -5.53 0.64 -0.599
O -4.67 -5.12 1.67 -0.801
O -4.52 -7.05 0.21 -0.773
H -3.95 -3.65 1.91 0.584
H -3.85 -1.54 -2.21 0.428
H -5.16 -2.51 -4.06 0.322
H -6.02 -4.91 -3.83 0.297
H -5.40 -6.21 -1.78 0.601
C -1.28 -0.49 -2.78 -0.131
N -0.48 -0.67 -4.02 0.564
C -0.34 0.44 -5.03 -0.644
C -0.21 -1.91 -4.42 0.435
N 0.20 -2.93 -4.74 -0.741
H -2.30 -0.14 -3.09 0.202
H -0.89 0.33 -2.17 -0.457
H -1.36 -1.36 -2.12 0.007
H 0.00 1.38 -4.60 -0.088
H -1.33 0.66 -5.43 0.344
H 0.36 0.07 -5.85 0.400


No. 2
99
Properties=species:S:1:pos:R:3:mulliken_charge:R:1 method="wB97M-V/def2-TZVPD" fmax_ha_per_bohr=0.0615 gap_ev="4.49 / 4.20" multiplicity=2 e_lumo_ev="-1.27 / -1.27" energy_ev=-114808.879 e_above_lowest_kj_mol=44.8 mol_weight_g_mol=798.6
V -0.54 -0.24 -0.67 1.561
N -0.31 -2.87 4.68 -0.075
C -0.76 -1.96 3.53 -0.264
C -1.75 -2.75 2.67 -1.159
C -1.14 -3.29 1.36 0.344
N -1.25 -2.24 0.34 -0.221
C 0.30 -3.78 1.56 -1.961
C 1.26 -2.75 2.21 0.315
N 2.17 -2.23 1.22 -0.309
C 0.49 -1.55 2.80 0.355
H -1.08 -3.13 5.29 0.392
H 0.41 -2.40 5.23 0.398
H 0.09 -3.71 4.26 0.328
H -1.24 -1.10 3.98 0.554
H -2.57 -2.08 2.40 -0.205
H -2.18 -3.57 3.26 0.620
H -1.75 -4.15 1.07 0.980
H -2.23 -2.03 0.20 -0.629
H -0.87 -2.58 -0.55 0.299
H 0.70 -4.01 0.56 0.736
H 0.28 -4.71 2.13 0.296
H 1.80 -3.26 3.04 0.153
H 2.76 -2.94 0.81 0.257
H 2.72 -1.45 1.54 0.012
H 0.21 -0.91 1.96 -1.270
H 1.15 -0.96 3.46 0.819
C -3.32 -3.50 -3.59 -0.788
N -4.06 -3.05 -2.44 0.155
C -5.16 -3.67 -1.89 -0.505
C -5.55 -2.92 -0.85 -0.666
N -4.71 -1.83 -0.75 0.296
B -4.89 -0.80 0.42 0.237
N -4.41 0.59 -0.03 0.315
C -5.15 1.42 -0.84 -0.527
C -4.51 2.60 -0.93 -0.683
N -3.37 2.50 -0.17 0.236
C -2.44 3.58 0.08 -0.920
C -3.31 1.25 0.36 -0.498
S -2.07 0.65 1.36 -0.227
C -3.79 -1.91 -1.73 -0.228
S -2.55 -0.82 -2.20 -0.290
H -3.60 -4.54 -3.80 0.326
H -2.25 -3.43 -3.41 0.256
H -3.55 -2.88 -4.46 0.286
H -5.57 -4.58 -2.30 0.444
H -6.37 -3.06 -0.16 0.479
H -4.24 -1.17 1.37 -0.154
H -6.07 -0.73 0.66 -0.201
H -6.07 1.09 -1.29 0.492
H -4.75 3.50 -1.47 0.478
H -1.99 3.93 -0.85 0.304
H -1.65 3.20 0.73 0.141
H -2.96 4.40 0.57 0.421
B 0.41 3.92 -2.19 0.492
C -0.07 2.46 -1.89 -0.205
N -0.37 1.40 -1.54 -0.542
H -0.48 4.53 -2.75 -0.203
H 1.40 3.85 -2.88 -0.187
H 0.66 4.41 -1.10 -0.144
C 0.81 2.38 2.26 -1.515
C 1.57 1.97 1.05 0.171
N 1.44 0.84 0.37 1.169
C 2.40 0.88 -0.62 -0.404
C 3.10 2.04 -0.55 -1.653
N 2.57 2.73 0.51 0.714
C 3.00 4.02 0.94 -0.879
N 4.28 3.96 1.62 0.610
N 5.07 5.05 1.60 -0.938
N 6.08 4.87 2.36 -0.560
C 5.99 3.62 2.92 -0.186
C 6.82 2.95 3.81 -0.727
C 6.46 1.68 4.19 -0.652
C 5.30 1.07 3.69 -0.729
C 4.45 1.71 2.81 0.481
C 4.81 3.01 2.44 1.214
H -0.05 1.73 2.37 -0.053
H 0.46 3.41 2.19 0.553
H 1.43 2.30 3.16 0.247
H 2.49 0.07 -1.33 0.530
H 3.87 2.46 -1.17 0.537
H 2.25 4.45 1.60 0.355
H 3.12 4.68 0.08 0.401
H 7.72 3.42 4.19 0.430
H 7.08 1.12 4.89 0.356
H 5.06 0.06 4.00 0.412
H 3.57 1.23 2.42 0.040
C 1.55 0.74 -6.24 -1.320
C 0.92 -0.43 -5.56 0.965
C 0.18 -1.38 -6.27 -0.894
C -0.32 -2.44 -5.54 -0.064
N -0.14 -2.57 -4.23 -0.340
C 0.56 -1.60 -3.62 0.300
S 0.91 -1.78 -1.92 -0.779
N 1.10 -0.55 -4.25 -0.330
H 2.04 0.43 -7.17 0.396
H 2.28 1.20 -5.57 0.303
H 0.80 1.49 -6.49 0.291
H 0.03 -1.30 -7.33 0.398
H -0.88 -3.24 -6.02 0.437


No. 3
106
Properties=species:S:1:pos:R:3:mulliken_charge:R:1 method="wB97M-V/def2-TZVPD" fmax_ha_per_bohr=0.1714 gap_ev=7.97 multiplicity=1 e_lumo_ev=-0.28 energy_ev=-98330.921 mol_weight_g_mol=888.5
C 0.58 -1.69 -0.83 -0.459
C -0.21 -0.87 0.40 -0.786
C -1.08 0.43 -0.19 2.000
C 0.13 1.24 -0.99 0.397
C -0.02 2.90 -0.88 -0.561
C 0.87 3.67 -2.05 -0.699
C 0.82 5.32 -1.91 0.789
F 2.22 5.88 -1.98 -0.315
F 0.19 5.80 -0.66 -0.295
C -0.06 5.95 -3.16 0.488
F 0.72 5.82 -4.41 -0.196
F -0.25 7.42 -2.86 -0.263
F -1.41 5.35 -3.32 -0.194
C -1.79 1.32 1.01 -0.267
B -0.97 1.66 2.39 0.608
O 0.52 1.81 2.28 -0.609
N -1.55 1.90 3.77 0.050
C -2.89 2.60 3.75 -0.803
C -1.54 0.66 4.64 -0.805
C -3.20 0.44 1.08 -0.375
O -3.77 -0.22 2.09 -0.524
O -3.61 0.55 -0.36 -0.267
C -2.42 -0.02 -1.08 0.065
C -2.36 0.14 -2.72 -0.596
C -2.63 1.85 -3.11 0.843
C -3.86 2.12 -4.30 -0.854
O -4.01 2.44 -2.70 -0.456
P -2.90 -1.91 -0.97 0.529
N -4.42 -2.15 -1.54 -0.884
H 0.38 -2.85 -0.66 0.216
H 1.75 -1.50 -0.75 0.199
H 0.15 -1.40 -1.90 0.031
H 0.68 -0.51 1.11 0.265
H -0.87 -1.59 1.06 0.085
H 0.27 0.89 -2.10 -1.098
H 1.16 1.01 -0.44 0.437
H -1.14 3.27 -0.97 0.200
H 0.40 3.31 0.15 0.320
H 0.47 3.42 -3.13 0.212
H 1.99 3.36 -1.90 0.305
H -2.24 2.39 0.73 0.174
H 0.97 1.13 2.86 0.266
H -3.82 1.90 3.60 0.177
H -3.09 3.21 4.75 0.278
H -2.87 3.38 2.87 0.269
H -2.31 -0.17 4.34 0.242
H -0.41 0.28 4.66 0.144
H -1.75 1.02 5.76 0.313
H -3.27 -0.34 -3.28 0.719
H -1.32 -0.13 -3.19 0.140
H -1.62 2.60 -3.15 -0.333
H -4.88 1.55 -4.22 0.322
H -4.25 3.22 -4.49 0.349
H -2.75 -2.43 0.38 -0.006
H -2.01 -2.57 -1.92 0.102
H -4.96 -2.58 -0.76 0.237
C -3.82 -4.79 4.65 -0.353
C -3.90 -3.34 4.31 -0.183
O -2.71 -2.81 4.86 -0.245
C -1.82 -3.84 4.95 0.638
O -0.64 -3.71 5.22 -0.602
O -2.43 -5.03 4.70 -0.309
H -4.30 -5.42 3.90 0.326
H -4.25 -5.01 5.64 0.252
H -3.90 -3.16 3.23 0.088
H -4.78 -2.85 4.75 0.337
C 0.38 -6.40 3.37 0.202
C 1.85 -6.61 3.23 -0.036
O 1.98 -7.09 1.91 -0.339
C 0.89 -6.65 1.22 0.540
O 0.77 -6.74 0.01 -0.586
O -0.03 -6.10 2.05 -0.242
H 0.14 -5.57 4.05 -0.192
H -0.14 -7.29 3.72 0.205
H 2.42 -5.68 3.33 0.227
H 2.24 -7.34 3.95 0.275
C 3.37 0.12 -4.89 -0.485
C 3.06 -0.69 -3.68 -0.324
O 1.70 -0.38 -3.41 -0.090
C 1.15 0.04 -4.59 0.521
O -0.04 0.23 -4.77 -0.561
O 2.12 0.22 -5.54 -0.362
H 4.11 -0.36 -5.53 0.330
H 3.71 1.13 -4.64 0.246
H 3.14 -1.77 -3.86 0.271
H 3.69 -0.43 -2.82 0.341
C 3.78 -3.38 6.82 -0.394
C 2.93 -3.48 5.59 -0.147
O 3.14 -4.82 5.16 -0.244
C 3.53 -5.53 6.26 0.608
O 3.64 -6.74 6.29 -0.555
O 3.79 -4.70 7.32 -0.329
H 3.36 -2.69 7.56 0.333
H 4.81 -3.07 6.59 0.250
H 1.87 -3.34 5.81 0.150
H 3.23 -2.77 4.81 0.320
C 4.23 6.96 -6.51 -0.295
C 2.79 6.65 -6.74 -0.097
O 2.64 6.82 -8.13 -0.313
C 3.87 6.65 -8.69 0.617
O 4.08 6.56 -9.89 -0.547
O 4.84 6.59 -7.73 -0.316
H 4.65 6.39 -5.67 0.268
H 4.41 8.02 -6.33 0.277
H 2.54 5.62 -6.47 0.181
H 2.13 7.33 -6.19 0.218